Formula: C6H11N4O2
Source: OMol25
Level of theory: ωB97M-V with the def2-TZVPD basis set

Geometry (Å):
N: -1.55262 0.32419 0.66683
H: -0.71061 2.21315 0.42014
C: 0.00441 -1.20058 1.56985
N: 0.50245 -1.89441 -0.89449
C: 0.51322 -0.12227 2.53597
H: 0.78722 -2.80809 -0.76232
C: 0.35910 0.44847 -0.22062
H: 0.06793 -2.26091 1.78551
C: 0.24361 1.13752 2.11084
C: -0.50986 1.21799 0.74257
H: 0.55837 2.04274 2.73698
H: 0.73381 -0.37629 3.56317
C: 0.78805 -0.96138 0.22874
H: 0.60065 -0.27458 -2.13359
H: -0.48824 1.41830 -2.97981
O: -1.37412 -0.97044 1.20232
N: 0.41956 0.62516 -1.48445
O: -2.26020 0.19667 -0.55935
H: 1.79482 -0.89530 0.48991
N: -0.27275 1.79398 -2.07379
H: -0.49639 -1.98387 -1.10604
H: -3.05864 -0.33204 -0.60875
H: 0.36877 2.53027 -2.27258

Computed properties:
Structure (SMILES)   N/[NH+]=C1/[C@H](N)[C@H]2C=C[C@@H]1N(O)O2
Net charge   +1
Calculated total energy   -604.2613 Eh

***

Formula: C6H11N4S
Source: OMol25
Level of theory: ωB97M-V with the def2-TZVPD basis set

Geometry (Å):
N: -3.86155 -0.99396 -0.27227
H: -4.29808 -0.24746 -0.88577
H: 1.09888 -1.37403 1.59703
S: 3.52224 -0.89559 -0.24759
H: 3.54950 -0.94032 1.08088
C: 0.29505 1.67339 0.14897
H: -2.81199 1.58539 -0.12045
C: 0.84679 -1.33821 0.50989
C: -2.10708 0.66190 -0.16071
N: -1.56085 -1.45920 0.21954
H: 2.33398 1.60710 0.05251
H: 0.27937 2.10560 -0.89385
C: -0.77973 0.59582 0.22990
H: 1.60475 0.77703 1.44648
H: -3.99929 -1.95767 -0.61624
H: 1.63383 -0.27250 -1.41264
H: 0.13252 2.48634 0.91210
N: -0.47209 -0.71789 0.37076
C: 1.81881 -0.47632 -0.26799
C: -2.57979 -0.66009 0.00364
H: 0.68340 -2.44348 0.21733
N: 1.54924 0.88195 0.36267

Computed properties:
Structure (SMILES)   Nc1cc2n(n1)C[C@H](S)[NH2+]C2
Net charge   +1
Calculated total energy   -852.1292 Eh

***

Formula: C6H11N5
Source: OMol25
Level of theory: ωB97M-V with the def2-TZVPD basis set

Geometry (Å):
C: 0.78762 -1.85456 0.60798
H: -1.97243 0.23402 0.90370
N: -0.07656 -1.76069 -0.59072
N: 1.99820 1.45592 0.38310
H: 0.09481 -2.09438 1.35105
H: -0.45036 2.49421 -1.20596
H: 1.42163 -2.66915 0.35041
N: 0.12982 1.90408 -0.72787
C: -1.02831 0.72007 1.11386
H: -0.13462 -2.60347 -1.08841
C: -0.07368 0.60799 -0.07648
H: -2.17621 0.34628 -1.82079
N: -1.80868 -0.63856 -1.61973
H: -1.22787 1.68941 1.35418
C: 1.28995 0.39709 0.52590
N: 1.59836 -0.75655 0.97187
C: -0.71152 -0.69318 -0.90750
C: 1.32054 2.33076 -0.34660
H: 2.43441 -1.04836 1.39832
H: -0.67840 0.05795 1.96096
H: 1.66316 3.31282 -0.51010
H: -2.39985 -1.43172 -2.02717

Computed properties:
Structure (SMILES)   C[C@@]12[NH+]=CN=C1NCNC2=[NH2+]
Net charge   +2
Calculated total energy   -508.3559 Eh

***

In Eh/bohr, the maximum force values for the records above are, in order, 0.124 0.107 0.075.
In kcal per mole, the ΔE to the lowest compared entry with this formula, charge and spin values for the records above are, in order, 147.3 64.8 31.3.
In eV, the orbital gap values for the records above are, in order, 9.062 7.972 10.100.